1.
2 unconnected molecules or ions with the total composition C3H10N2O2 at a distorted geometry, computed with ωB97M-V/def2-TZVPD.

Positions of all 17 atoms, in Å:
N -2.4739 1.4472 0.2647
C -1.0794 1.1432 0.0922
C -0.8856 -0.4294 0.0327
N 0.4772 -0.8440 -0.2443
C 0.8211 -2.0756 -0.8440
O 1.6949 -2.8625 -0.4169
H -2.6674 2.3926 0.4785
H -2.8796 1.3953 -0.6325
H -0.4274 1.5714 0.8873
H -0.7070 1.4251 -0.9113
H -1.1560 -1.0539 0.8811
H -1.6100 -0.6816 -0.7249
H 1.2821 -0.4330 0.0794
H 0.0066 -2.3781 -1.6553
O 2.9154 0.2910 0.8222
H 2.9363 1.2364 0.9936
H 3.7529 -0.1441 0.8976

Results
Highest occupied orbital energy: -9.1 eV
ΔE to the lowest compared entry with this formula, charge and spin: 50.80 kcal per mole
Max |F|: 0.083 hartree/bohr
Structure (SMILES): NCCNC=O.O

***

2.
2 unconnected molecules or ions with the total composition C3H10N2O2 at a distorted geometry, computed with ωB97M-V/def2-TZVPD.

Positions of all 17 atoms, in Å:
C -0.2249 -1.7494 -1.2958
C -0.4892 1.8390 -0.2099
C -0.7050 0.3618 -0.2652
N 0.1122 -0.3739 -0.9819
H -1.7316 0.0169 -0.1314
H 0.2284 -2.0177 -2.2497
H -1.3072 -1.8893 -1.3727
H 0.1684 -2.4223 -0.5278
H -1.0519 2.2861 0.6096
H -0.8374 2.2796 -1.1486
H 0.5679 2.0645 -0.0900
N 0.2283 -0.0610 1.7164
O 1.5024 0.5648 1.5535
O 2.1854 -0.1133 0.4716
H 1.2092 -0.2499 -0.5591
H -0.2758 0.4678 2.4261
H 0.4207 -1.0041 2.0550

Results
Highest occupied orbital energy: -7.6 eV
ΔE to the lowest compared entry with this formula, charge and spin: 166.14 kcal per mole
Max |F|: 0.036 hartree/bohr

***

3.
2 unconnected molecules or ions with the total composition C3H10N2O2 at a distorted geometry, computed with ωB97M-V/def2-TZVPD.

Positions of all 17 atoms, in Å:
N -1.7329 -2.5722 0.3721
C -1.4642 -1.1437 0.2596
C 0.0203 -0.7471 0.5883
C 0.1272 0.7261 0.0474
N 0.7864 1.5702 0.8974
O -0.5435 1.0848 -0.9009
H -1.5992 -3.0163 -0.5182
H -2.5914 -2.6856 0.8156
H -2.2415 -0.5927 0.8869
H -1.8635 -0.7542 -0.6753
H 0.0596 -0.5513 1.6980
H 0.7385 -1.5630 0.4386
H 0.7234 2.6167 0.5309
H 1.6709 1.1684 1.2155
O 2.5544 2.4517 -1.6398
H 2.1819 1.5573 -1.6583
H 3.1735 2.4511 -2.3578

Results
Highest occupied orbital energy: -9.0 eV
ΔE to the lowest compared entry with this formula, charge and spin: 39.78 kcal per mole
Max |F|: 0.065 hartree/bohr
Structure (SMILES): NCCC(N)=O.O

***

4.
2 unconnected molecules or ions with the total composition C3H10N2O2 at a distorted geometry, computed with ωB97M-V/def2-TZVPD.

Positions of all 17 atoms, in Å:
N -0.4609 1.3469 1.5663
C -1.5718 0.9633 1.0801
O -2.3265 1.7426 0.3227
O -2.0824 -0.2479 1.2314
H -0.0897 0.5475 2.0937
H -1.8670 2.5985 0.2645
H -2.9266 -0.2697 0.7518
C 2.1192 -0.5772 -0.2084
C 0.9360 -1.1937 -0.9364
N 0.1224 -0.1616 -1.5670
H 2.8738 -1.3401 0.0049
H 1.8042 -0.1435 0.7462
H 2.5936 0.2132 -0.7994
H 0.3308 -1.7657 -0.2243
H 1.2878 -1.8859 -1.7073
H -0.8375 -0.4923 -1.6481
H 0.0947 0.6657 -0.9706

Results
Highest occupied orbital energy: -9.1 eV
ΔE to the lowest compared entry with this formula, charge and spin: 26.71 kcal per mole
Max |F|: 0.035 hartree/bohr
Structure (SMILES): N=C(O)O.CCN

***

Question: What is the max |F| in the second record?
Answer: 0.036 hartree/bohr

***

Question: Which value of max |F| does entry 3 give?
Answer: 0.065 hartree/bohr